1.
Molecular formula: C18H34ClIN2O9
Method: DFT, ωB97M-V/def2-TZVPD

Summary:
E	-61236.783	eV
HOMO level	-9.52	eV
spin multiplicity	1
M	584.83	g mol⁻¹

Each line ends with the Mulliken charge.
Cartesian coordinates (Å):
C1 -3.425 0.358 -0.835  -1.01
C2 -3.048 1.742 -0.268  -0.44
N1 -2.362 2.570 -1.278  0.14
C3 -0.948 2.465 -1.371  1.04
C4 -0.554 2.681 -2.905  -1.00
C5 -1.561 3.437 -3.768  -1.14
C6 -2.580 2.522 -4.412  -0.26
O1 -1.945 1.858 -5.521  -0.36
C7 -2.450 0.584 -5.687  0.80
C8 -1.474 -0.500 -5.342  -0.81
O2 -3.607 0.379 -6.070  -0.57
C9 -0.294 1.153 -0.931  -1.30
C10 0.912 1.597 -0.038  1.70
C11 2.223 0.851 -0.188  -1.20
O3 2.158 -0.443 0.322  -0.28
C12 2.062 -0.512 1.743  -0.39
C13 3.063 -1.455 2.326  -0.80
O4 2.675 -2.780 2.056  -0.26
C14 3.654 -3.725 2.390  -0.63
C15 3.073 -4.915 3.196  -0.55
O5 1.782 -4.610 3.662  -0.29
C16 0.923 -5.717 3.773  -0.37
C17 0.970 -6.350 5.165  -0.98
C18 0.924 3.069 -0.050  -1.45
N2 -0.096 3.499 -0.682  -0.30
I1 -0.466 5.523 -0.686  0.25
H1 -2.985 -0.410 -0.206  0.43
H2 -2.974 0.254 -1.816  0.06
H3 -4.495 0.213 -0.879  0.29
H4 -2.498 1.665 0.656  0.15
H5 -3.974 2.253 -0.031  0.66
H6 -2.655 3.533 -1.216  0.36
H7 -0.346 1.735 -3.389  0.37
H8 0.375 3.249 -2.928  0.41
H9 -0.996 3.863 -4.596  0.45
H10 -2.039 4.273 -3.274  0.46
H11 -3.451 3.084 -4.733  0.34
H12 -2.900 1.774 -3.693  0.10
H13 -1.318 -0.505 -4.266  0.09
H14 -0.518 -0.293 -5.811  0.35
H15 -1.877 -1.456 -5.638  0.33
H16 0.085 0.521 -1.722  0.46
H17 -0.860 0.509 -0.274  0.16
H18 0.553 1.421 0.983  0.01
H19 2.438 0.751 -1.251  0.39
H20 3.054 1.424 0.233  0.38
H21 1.065 -0.859 2.008  0.26
H22 2.188 0.468 2.203  0.52
H23 3.042 -1.303 3.411  0.39
H24 4.079 -1.232 1.997  0.34
H25 4.079 -4.133 1.474  0.29
H26 4.475 -3.297 2.961  0.42
H27 3.718 -5.089 4.057  0.25
H28 3.073 -5.803 2.570  0.40
H29 -0.084 -5.350 3.600  0.30
H30 1.119 -6.470 3.010  0.34
H31 0.706 -7.401 5.132  0.33
H32 1.948 -6.208 5.608  0.29
H33 0.227 -5.873 5.796  0.27
H34 1.651 3.683 0.446  0.76
O6 -0.534 2.777 4.206  -0.68
Cl1 -0.711 3.548 3.015  1.70
O7 -1.708 2.928 2.162  -0.69
O8 0.546 3.579 2.269  -0.65
O9 -1.107 4.893 3.321  -0.66

2.
Molecular formula: C18H34FN2O2Pd
Method: DFT, ωB97M-V/def2-TZVPD

Summary:
E	-32466.222	eV
HOMO level	-10.11	eV
spin multiplicity	1
M	435.90	g mol⁻¹
total charge	+1

Each line ends with the Mulliken charge.
Cartesian coordinates (Å):
C1 6.604 -3.771 -1.045  -0.77
C2 6.488 -2.133 -0.995  -0.41
C3 6.890 -1.488 0.486  -0.46
C4 6.730 0.158 0.323  -0.50
C5 5.137 0.500 0.649  -0.59
C6 4.702 2.002 0.152  -0.46
C7 3.239 2.327 0.820  -0.59
C8 2.021 2.421 -0.322  -0.48
C9 0.631 2.654 0.562  -0.59
C10 -0.634 3.203 -0.326  -0.58
C11 -2.106 2.967 0.423  -0.55
C12 -2.840 1.641 -0.217  -0.54
C13 -4.344 1.423 0.405  -0.64
C14 -5.460 1.016 -0.760  -0.43
C15 -6.928 0.908 -0.022  -0.64
C16 -7.631 -0.579 -0.323  -0.52
N1 -6.794 -1.583 0.453  -0.02
C17 -7.091 -3.008 0.041  0.37
O1 -7.522 -3.391 -1.187  -0.39
N2 -6.827 -4.093 1.081  -0.17
C18 -5.508 -4.796 0.846  0.54
O2 -4.940 -5.402 1.918  -0.41
F1 -4.794 -4.804 -0.474  -0.19
H1 6.486 -4.082 -2.181  0.31
H2 5.715 -4.285 -0.466  0.36
H3 7.650 -4.155 -0.668  0.27
H4 5.418 -1.751 -1.294  0.23
H5 7.239 -1.654 -1.789  0.29
H6 7.995 -1.767 0.814  0.31
H7 6.146 -1.799 1.343  0.29
H8 6.999 0.392 -0.816  0.27
H9 7.454 0.763 1.028  0.35
H10 4.410 -0.282 0.162  0.16
H11 5.042 0.482 1.835  0.24
H12 5.464 2.790 0.596  0.26
H13 4.640 2.137 -1.014  0.32
H14 3.244 3.370 1.391  0.27
H15 2.973 1.488 1.622  0.26
H16 1.932 1.402 -0.932  0.21
H17 2.221 3.281 -1.099  0.30
H18 0.427 1.640 1.109  0.25
H19 0.907 3.442 1.386  0.28
H20 -0.674 2.747 -1.403  0.33
H21 -0.528 4.383 -0.433  0.29
H22 -1.891 2.881 1.573  0.28
H23 -2.763 3.935 0.251  0.34
H24 -2.825 1.761 -1.382  0.31
H25 -2.207 0.690 0.084  0.21
H26 -4.785 2.380 0.941  0.32
H27 -4.268 0.557 1.223  0.26
H28 -5.443 1.894 -1.551  0.34
H29 -5.107 0.017 -1.274  0.25
H30 -6.700 0.895 1.149  0.33
H31 -7.656 1.798 -0.247  0.40
H32 -8.763 -0.530 0.053  0.44
H33 -7.679 -0.803 -1.485  0.38
H34 -7.632 -4.752 1.175  0.37
Pd1 7.537 -5.436 -2.193  -0.05

Among the records above, which one has the lowest E?
C18H34ClIN2O9